ORCA calculation (ωB97M-V/def2-TZVPD) on the molecule C10H9FO2 in a non-equilibrium geometry.

Properties
- Max |F|: 4.11 eV/Å
- Structure (SMILES): C[C@@](F)(C=O)C(=O)c1ccccc1
- Gap between HOMO and LUMO: 9.31 eV
- E: -636.728606 Eh
- HOMO: -9.84 eV

Last column: Löwdin charge in e.
Geometry (Å):
C (-0.852, 2.990, 0.804)  0.02
C (-0.238, 1.578, 1.063)  -0.35
F (1.138, 1.775, 0.920)  0.01
C (-0.602, 0.898, 2.345)  -0.19
O (0.121, 0.295, 3.122)  0.08
C (-0.849, 0.540, -0.124)  -0.27
O (-1.951, 0.752, -0.540)  0.12
C (-0.015, -0.603, -0.410)  -0.14
C (1.067, -1.068, 0.357)  0.02
C (1.719, -2.230, -0.001)  -0.04
C (1.355, -2.905, -1.167)  -0.06
C (0.232, -2.505, -1.884)  -0.07
C (-0.532, -1.410, -1.457)  0.01
H (-0.951, 3.262, -0.247)  0.10
H (-0.218, 3.801, 1.032)  0.07
H (-1.708, 2.958, 1.382)  0.05
H (-1.790, 0.871, 2.315)  0.17
H (1.316, -0.391, 1.058)  0.06
H (2.574, -2.552, 0.390)  0.06
H (1.956, -3.822, -1.339)  0.12
H (-0.105, -3.150, -2.646)  0.09
H (-1.447, -1.051, -2.021)  0.14

ORCA calculation (ωB97M-V/def2-TZVPD) on a structure of composition C17H32O21Tl in a non-equilibrium geometry.

Properties
- Max |F|: 17.45 eV/Å
- Gap between HOMO and LUMO: 3.99 eV
- E: -2418.751752 Eh
- Charge: +1
- HOMO: -11.45 eV

Last column: Löwdin charge in e.
Geometry (Å):
Tl (4.444, 0.017, 1.008)  1.15
O (2.639, -1.253, -3.234)  0.21
C (3.214, -0.854, -2.110)  -0.60
O (3.962, -1.635, -1.481)  0.06
O (2.906, 0.235, -1.542)  0.17
H (2.847, -2.201, -3.279)  0.25
O (-0.247, 1.001, 2.082)  0.13
C (1.030, 0.922, 1.747)  -0.77
O (1.331, 1.199, 0.514)  0.05
O (1.939, 0.535, 2.480)  -0.01
H (-0.556, 1.263, 1.176)  0.04
C (1.092, -1.834, -0.948)  0.00
O (1.284, -1.926, -2.345)  0.03
C (1.359, -0.823, -3.061)  -0.85
O (1.512, 0.315, -2.694)  0.24
O (1.123, -1.194, -4.330)  0.02
C (1.443, -0.342, -5.441)  0.02
H (1.997, -2.129, -0.419)  0.06
H (0.192, -2.397, -0.702)  0.14
H (0.822, -0.850, -0.554)  0.11
H (2.240, 0.340, -5.141)  0.11
H (0.526, 0.216, -5.625)  0.10
H (1.818, -0.786, -6.360)  0.11
C (-1.302, 5.448, 0.094)  -0.05
O (-0.789, 5.217, 1.385)  0.02
C (0.374, 4.580, 1.502)  -0.61
O (0.939, 3.983, 0.611)  0.11
O (0.870, 4.760, 2.702)  0.04
C (2.203, 4.260, 2.755)  -0.02
H (-2.304, 5.853, 0.184)  0.10
H (-1.362, 4.540, -0.515)  0.08
H (-0.662, 6.022, -0.580)  0.10
H (2.103, 3.198, 2.532)  0.08
H (2.582, 4.347, 3.769)  0.10
H (2.858, 4.759, 2.045)  0.11
C (-2.344, -0.500, 4.087)  -0.02
O (-3.594, -0.954, 3.548)  0.01
C (-3.534, -1.553, 2.347)  -0.61
O (-2.584, -1.596, 1.604)  0.10
O (-4.689, -2.166, 2.172)  0.02
C (-4.934, -3.113, 1.148)  -0.04
H (-2.629, -0.274, 5.113)  0.10
H (-2.021, 0.435, 3.631)  0.08
H (-1.534, -1.225, 4.094)  0.09
H (-5.987, -3.077, 0.849)  0.09
H (-5.042, -4.138, 1.511)  0.10
H (-4.319, -2.966, 0.267)  0.09
C (0.290, -2.517, 2.279)  -0.03
O (0.914, -3.559, 1.564)  0.06
C (2.028, -3.412, 0.896)  -0.65
O (2.874, -2.554, 1.072)  0.00
O (2.127, -4.478, 0.120)  0.05
C (3.212, -4.625, -0.750)  -0.04
H (0.071, -1.668, 1.629)  0.08
H (0.897, -2.009, 3.038)  0.10
H (-0.591, -2.779, 2.853)  0.09
H (2.998, -4.214, -1.741)  0.08
H (3.570, -5.640, -0.907)  0.11
H (4.092, -4.050, -0.454)  0.10
C (-2.900, 1.204, 0.516)  0.01
O (-1.547, 1.441, 0.189)  -0.03
C (-1.079, 1.662, -1.043)  -0.57
O (-0.019, 2.177, -1.243)  0.17
O (-1.973, 1.310, -1.976)  0.00
C (-1.631, 1.604, -3.337)  0.01
H (-3.294, 0.442, -0.161)  0.11
H (-3.531, 2.068, 0.296)  0.12
H (-3.001, 0.862, 1.541)  0.09
H (-2.463, 1.359, -3.992)  0.10
H (-0.754, 1.028, -3.624)  0.07
H (-1.504, 2.686, -3.363)  0.11

ORCA calculation (ωB97M-V/def2-TZVPD) on a structure of composition C9H23CaINO7S in a non-equilibrium geometry.

Properties
- Max |F|: 1.95 eV/Å
- Gap between HOMO and LUMO: 7.11 eV
- E: -2311.908889 Eh
- Charge: -1
- HOMO: -4.75 eV

Last column: Löwdin charge in e.
Geometry (Å):
Ca (-13.625, -12.428, 13.549)  1.04
S (-16.252, -13.027, 12.769)  0.28
O (-16.962, -11.750, 13.114)  -0.40
O (-15.560, -13.533, 14.013)  -0.51
O (-17.160, -13.998, 12.198)  -0.34
O (-15.097, -12.680, 11.860)  -0.53
I (-11.845, -14.353, 12.125)  -0.17
C (-13.597, -15.002, 16.033)  -0.09
O (-13.112, -13.676, 15.937)  -0.26
C (-11.767, -13.492, 16.292)  -0.24
C (-11.471, -12.028, 16.068)  -0.19
N (-11.539, -11.728, 14.617)  -0.15
C (-11.359, -10.297, 14.309)  -0.19
C (-11.406, -10.123, 12.792)  -0.22
O (-12.613, -10.682, 12.318)  -0.35
C (-12.750, -10.565, 10.912)  -0.09
H (-13.170, -15.620, 15.237)  0.08
H (-14.674, -14.955, 15.895)  0.08
H (-13.382, -15.431, 17.020)  0.09
H (-11.100, -14.166, 15.736)  0.12
H (-11.598, -13.723, 17.358)  0.13
H (-10.511, -11.695, 16.487)  0.12
H (-12.233, -11.466, 16.615)  0.11
H (-10.666, -12.119, 14.261)  0.09
H (-10.429, -9.877, 14.708)  0.12
H (-12.220, -9.733, 14.682)  0.12
H (-10.580, -10.628, 12.274)  0.13
H (-11.406, -9.052, 12.551)  0.13
H (-12.522, -9.544, 10.589)  0.09
H (-13.782, -10.827, 10.682)  0.09
H (-12.102, -11.282, 10.397)  0.08
C (-15.437, -8.848, 15.708)  -0.05
C (-15.068, -10.324, 15.642)  -0.48
C (-16.074, -11.219, 16.345)  -0.04
O (-14.892, -10.744, 14.284)  -0.24
H (-15.620, -8.567, 16.748)  0.07
H (-16.358, -8.680, 15.141)  0.09
H (-14.664, -8.198, 15.297)  0.07
H (-14.067, -10.430, 16.081)  0.11
H (-16.306, -10.808, 17.330)  0.08
H (-15.763, -12.261, 16.346)  0.07
H (-17.007, -11.204, 15.770)  0.09
H (-15.815, -10.854, 13.896)  0.05

| no. | molecular weight (g/mol) |
| --- | --- |
| 1 | 180.2 |
| 2 | 776.8 |
| 3 | 456.3 |